# 1
ORCA calculation (ωB97M-V with the def2-TZVPD basis set) on 14 unconnected molecules or ions with the total composition C6H40NO14 in a non-equilibrium geometry.

CARTESIAN COORDINATES (ANGSTROEM)
C -0.12 -1.71 -0.86
N -0.57 -0.72 0.12
C 0.17 0.53 0.02
C 0.88 0.79 1.36
C 2.01 -0.25 1.58
C 2.45 -0.33 3.04
C -0.47 1.91 -0.37
O 0.57 2.78 -0.82
H -0.57 -1.68 -1.85
H 0.92 -1.49 -1.13
H -0.12 -2.73 -0.51
H -1.56 -0.56 0.02
H 0.95 0.47 -0.73
H 0.20 0.71 2.22
H 1.39 1.74 1.56
H 1.70 -1.21 1.15
H 2.83 0.03 0.92
H 3.54 -0.47 3.18
H 2.06 -1.20 3.55
H 2.32 0.67 3.46
H -0.80 2.42 0.55
H -1.28 1.94 -1.09
H -3.86 1.61 -0.57
H -4.26 0.34 -0.07
O -4.36 1.26 0.19
H -1.28 -1.33 1.85
H -1.35 -1.03 3.25
O -1.86 -1.55 2.62
H 2.24 2.37 -0.22
H 2.99 1.96 -1.42
O 3.15 2.10 -0.47
H 3.20 0.32 -2.12
H 4.36 0.22 -1.10
O 3.72 -0.31 -1.58
H 1.07 -3.04 1.43
H 0.62 -4.00 0.36
O 0.67 -3.92 1.32
H -1.88 1.99 1.65
H -3.01 1.44 2.67
O -2.15 1.85 2.56
H 1.56 1.96 -3.53
H 1.08 2.30 -1.57
O 1.72 1.48 -2.72
H 3.46 -3.12 0.04
H 3.28 -2.04 -0.96
O 2.98 -2.95 -0.77
H -3.86 -2.63 -0.87
H -2.66 -2.32 -0.01
O -3.30 -1.89 -0.61
H -2.38 -3.68 1.76
H -1.05 -3.73 1.22
O -1.98 -3.85 0.89
H 0.89 4.91 0.02
H -0.44 4.58 0.01
O 0.16 4.97 0.66
H 0.52 0.48 -2.91
H -0.10 0.08 -4.28
O -0.30 0.04 -3.34
H -2.24 0.67 -2.54
H -2.77 -0.49 -1.86
O -2.88 0.47 -1.84

The calculation puts the energy relative to the best compared isomer or geometry (same formula, charge and spin) at 69.8 kcal per mole. Its net charge is -1. For the lowest unoccupied orbital energy, the calculation gives 2.715 eV. The total energy is -1360.7679 a.u.


# 2
ORCA calculation (ωB97M-V with the def2-TZVPD basis set) on 2 unconnected molecules or ions with the total composition CHF2NO3 in a non-equilibrium geometry.

CARTESIAN COORDINATES (ANGSTROEM)
C 1.63 0.77 0.05
N 1.15 -0.68 -0.39
O 1.77 -1.35 -1.16
O -0.12 -0.46 -0.62
O 1.08 1.80 0.12
F 1.15 -1.45 1.31
F 2.93 0.64 0.19
H -0.66 -1.20 -1.04

The calculation puts the energy relative to the best compared isomer or geometry (same formula, charge and spin) at 76.9 kcal per mole. For the lowest unoccupied orbital energy (spin up / spin down), the calculation gives -1.688 / -1.688 eV. The total energy is -518.7135 a.u.


# 3
ORCA calculation (ωB97M-V with the def2-TZVPD basis set) on 3 unconnected molecules or ions with the total composition C4H15NO2 in a non-equilibrium geometry.

CARTESIAN COORDINATES (ANGSTROEM)
C -0.97 1.11 1.93
C -0.84 0.42 0.56
N 0.65 0.08 0.05
C 0.74 -0.78 -1.12
C 1.46 -0.31 1.17
H -0.29 1.91 2.10
H -0.90 0.35 2.62
H -2.06 1.21 1.97
H -1.49 -0.50 0.54
H -1.33 1.03 -0.20
H 0.05 -1.58 -1.12
H 0.52 -0.30 -2.08
H 1.72 -1.17 -1.22
H 1.28 -1.42 1.37
H 1.63 0.29 2.08
H 2.50 -0.35 0.68
O -2.76 -2.29 -2.47
H -3.13 -3.15 -2.79
H -2.04 -2.16 -3.11
O 1.94 2.73 -0.59
H 1.67 3.02 0.22
H 1.64 1.83 -0.59

As for the SMILES: CCN(C)C.O.O. The calculation puts the energy relative to the best compared isomer or geometry (same formula, charge and spin) at 56.8 kcal per mole. For the lowest unoccupied orbital energy, the calculation gives 0.630 eV. The total energy is -366.5606 a.u.


# 4
ORCA calculation (ωB97M-V with the def2-TZVPD basis set) on C7H10 in the gas phase.

CARTESIAN COORDINATES (ANGSTROEM)
C 1.56 -1.24 -0.12
C 0.37 -0.32 0.01
C 0.36 0.84 1.05
C -0.63 1.53 0.12
C -1.53 0.45 -0.47
C -1.07 -0.88 0.11
C -0.17 0.72 -1.05
H 1.32 -2.26 0.18
H 1.92 -1.29 -1.15
H 2.40 -0.90 0.50
H 0.07 0.60 2.08
H 1.33 1.36 1.04
H -0.94 2.57 0.13
H -2.49 0.70 -0.89
H -1.42 -1.18 1.11
H -1.23 -1.70 -0.60
H 0.15 1.00 -2.05

As for the SMILES: C[C@]12C[C@@H]3[C@H](C1)[C@@H]32. The calculation puts the energy relative to the best compared isomer or geometry (same formula, charge and spin) at 54.3 kcal per mole. For the lowest unoccupied orbital energy, the calculation gives 1.090 eV. The total energy is -272.6315 a.u.


# 5
ORCA calculation (ωB97M-V with the def2-TZVPD basis set) on a molecular structure, C27H36N7O4S3Ti.

CARTESIAN COORDINATES (ANGSTROEM)
Ti 0.82 -0.48 -0.03
C 1.77 2.98 4.15
S 2.34 1.29 3.89
C 1.23 0.73 2.61
S 0.91 -0.98 2.55
N 0.77 1.65 1.84
N -0.07 1.22 0.81
C -0.72 2.24 0.26
C -1.77 2.15 -0.68
C -2.24 3.34 -1.31
C -3.23 3.28 -2.26
C -3.79 2.03 -2.59
C -3.30 0.92 -1.92
N -2.35 0.94 -0.99
H 2.40 3.41 4.92
H 1.85 3.55 3.23
H 0.73 2.97 4.48
H -0.43 3.24 0.58
H -1.79 4.28 -1.04
H -3.57 4.18 -2.74
H -4.56 1.93 -3.34
H -3.72 -0.06 -2.14
N -1.17 -1.46 0.04
C -1.14 -2.73 -0.67
C -2.32 -3.63 -0.25
C -2.80 -4.70 -1.24
C -2.10 -6.05 -1.11
N -2.36 -6.63 0.22
C -1.48 -6.84 1.19
N -0.24 -6.41 1.11
N -1.89 -7.57 2.27
C 0.27 -3.33 -0.48
O 0.42 -4.59 -0.55
O 1.19 -2.52 -0.29
H -1.41 -1.57 1.02
H -1.77 -0.73 -0.38
H -1.20 -2.51 -1.74
H -3.15 -2.95 -0.06
H -2.10 -4.10 0.71
H -2.66 -4.34 -2.27
H -3.87 -4.86 -1.11
H -1.03 -5.92 -1.24
H -2.46 -6.76 -1.85
H -3.24 -7.11 0.32
H 0.03 -5.63 0.42
H 0.32 -6.45 1.95
H -2.88 -7.56 2.47
H -1.33 -7.48 3.10
C 4.34 -1.17 0.78
C 3.89 -0.19 -0.29
C 4.64 1.14 -0.18
O 2.52 0.06 -0.17
H 5.39 -1.43 0.64
H 3.73 -2.07 0.74
H 4.22 -0.73 1.78
H 4.08 -0.63 -1.28
H 4.42 1.60 0.78
H 4.32 1.81 -0.98
H 5.72 0.98 -0.26
C 0.18 2.22 -8.86
C -0.73 1.40 -9.74
O -1.08 1.75 -10.84
S -1.25 -0.22 -9.17
C -0.81 -0.24 -7.45
C 0.33 -0.92 -7.03
C 0.68 -0.94 -5.69
C -0.11 -0.28 -4.73
C -1.26 0.39 -5.17
C -1.61 0.40 -6.51
C 0.22 -0.30 -3.35
C 0.40 -0.30 -2.13
H 0.27 3.21 -9.29
H 1.16 1.74 -8.84
H -0.17 2.27 -7.83
H 0.96 -1.42 -7.76
H 1.56 -1.46 -5.36
H -1.88 0.90 -4.44
H -2.51 0.92 -6.84

The calculation puts the energy relative to the best compared isomer or geometry (same formula, charge and spin) at 0.0 kcal per mole. As for the multiplicity: 3. As for the expectation value of S²: 2.025. Its net charge is -1. For the lowest unoccupied orbital energy (spin up / spin down), the calculation gives 1.132 / 1.131 eV. The total energy is -3778.8604 a.u.


# 6
ORCA calculation (ωB97M-V with the def2-TZVPD basis set) on a molecular structure, C10H18GaNO2P in a non-equilibrium geometry.

CARTESIAN COORDINATES (ANGSTROEM)
O 1.76 4.53 1.87
P 0.67 3.71 2.67
Ga -1.21 3.36 1.24
C -1.29 1.28 0.97
C -2.54 0.79 0.03
C -2.28 -0.84 -0.26
N -1.43 -1.50 0.81
C -0.55 -2.61 0.24
C 0.74 -1.97 -0.61
C 1.72 -0.93 0.20
C 3.02 -0.16 -0.48
C 3.32 -0.49 -2.08
C 2.35 -1.57 -2.88
C 1.05 -2.34 -2.19
O 0.21 -3.31 -2.97
H 1.26 2.40 2.98
H 0.28 4.28 3.93
H -2.56 3.97 1.85
H -0.86 4.15 -0.13
H -0.29 0.99 0.40
H -1.27 0.82 2.05
H -2.49 1.30 -1.05
H -3.61 1.00 0.46
H -1.78 -0.92 -1.33
H -3.35 -1.34 -0.20
H -2.06 -1.99 1.51
H -1.18 -3.37 -0.40
H -0.14 -3.23 1.17
H 1.48 -0.67 1.33
H 3.66 0.59 0.16
H 4.24 0.07 -2.56
H 2.60 -1.76 -4.03
H 0.50 -4.25 -2.71

The calculation puts the energy relative to the best compared isomer or geometry (same formula, charge and spin) at 124.9 kcal per mole. Its net charge is -1. For the lowest unoccupied orbital energy, the calculation gives 2.381 eV. The total energy is -2862.8358 a.u.


# 7
ORCA calculation (ωB97M-V with the def2-TZVPD basis set) on C4H10N2O2 in the gas phase in a non-equilibrium geometry.

CARTESIAN COORDINATES (ANGSTROEM)
C 0.40 -1.06 -0.85
C -0.45 1.05 0.41
C -0.92 1.76 -0.80
C 0.23 -0.24 0.44
N 1.52 0.35 0.90
O 1.08 -2.24 -0.50
O -0.85 -1.29 -1.44
N -0.69 -0.88 1.27
H 0.60 -2.57 0.28
H -1.43 -1.52 -0.69
H 1.02 -0.55 -1.60
H -0.54 1.58 1.35
H 2.35 -0.01 0.44
H 1.62 0.34 1.91
H -0.76 -0.49 2.21
H -1.09 2.81 -0.60
H -0.24 1.65 -1.64
H -1.87 1.30 -1.10

The calculation puts the energy relative to the best compared isomer or geometry (same formula, charge and spin) at 114.9 kcal per mole. For the lowest unoccupied orbital energy (spin up / spin down), the calculation gives 0.066 / -0.187 eV. The total energy is -418.2778 a.u.


# 8
ORCA calculation (ωB97M-V with the def2-TZVPD basis set) on C7H8 in the gas phase.

CARTESIAN COORDINATES (ANGSTROEM)
C 0.63 -2.36 1.89
C 0.78 -1.41 1.16
C 1.05 -0.31 0.24
C -0.14 0.65 0.00
C -1.51 -0.03 -0.07
C 0.14 1.46 -1.19
C 0.40 2.16 -2.13
H 0.50 -3.20 2.52
H 1.38 -0.74 -0.71
H 1.89 0.27 0.63
H -0.18 1.34 0.85
H -1.54 -0.83 -0.81
H -1.71 -0.46 0.91
H -2.30 0.70 -0.31
H 0.62 2.77 -2.98

As for the SMILES: C#CC[C@H](C)C#C. The calculation puts the energy relative to the best compared isomer or geometry (same formula, charge and spin) at 86.5 kcal per mole. For the lowest unoccupied orbital energy, the calculation gives 0.965 eV. The total energy is -271.3937 a.u.


# 9
ORCA calculation (ωB97M-V with the def2-TZVPD basis set) on 2 unconnected molecules or ions with the total composition C22H39BN2O7S2 in a non-equilibrium geometry.

CARTESIAN COORDINATES (ANGSTROEM)
C -3.16 2.64 2.33
C -3.99 1.28 2.84
C -5.62 1.64 2.96
C -3.88 0.10 1.70
C -2.84 -1.12 2.08
C -1.52 -0.56 2.95
C -0.16 -1.40 2.57
C 1.10 -1.16 3.59
C 1.47 0.44 3.85
C 1.68 1.20 2.41
N 2.94 2.03 2.31
C 2.78 3.25 1.42
C 2.12 2.95 -0.05
C 2.22 1.57 -0.92
C 1.47 1.43 -2.41
C 0.61 2.68 -3.07
C 0.54 4.08 -2.22
C 1.27 4.22 -0.75
O 1.16 5.53 -0.03
S -0.62 -3.25 2.38
O 0.55 -3.98 1.61
O -0.88 -3.94 3.74
O -2.00 -3.41 1.39
C -2.41 -2.08 0.83
B -3.64 -2.42 -0.23
N -5.11 -2.56 0.13
O -3.29 -2.66 -1.67
H -2.64 3.16 3.26
H -3.84 3.38 1.74
H -2.31 2.27 1.60
H -3.67 0.93 3.92
H -5.70 2.65 3.57
H -6.13 1.67 1.90
H -6.13 0.79 3.60
H -3.62 0.55 0.62
H -4.96 -0.39 1.62
H -3.42 -1.82 2.85
H -1.72 -0.71 4.09
H -1.29 0.59 2.70
H 0.12 -1.06 1.46
H 0.82 -1.60 4.65
H 2.10 -1.65 3.15
H 2.35 0.59 4.62
H 0.51 0.92 4.36
H 0.69 1.77 2.16
H 1.78 0.35 1.58
H 3.73 1.44 1.95
H 2.14 4.10 1.92
H 3.86 3.68 1.23
H 2.80 0.64 -0.49
H 1.54 0.39 -3.00
H 0.07 2.54 -4.12
H -0.08 5.00 -2.66
H 1.86 6.14 -0.45
H -1.54 -1.62 0.16
H -5.58 -1.63 -0.07
H -5.52 -3.19 -0.62
H -2.28 -2.74 -1.72
O 1.54 -3.38 -5.40
S 2.21 -2.19 -4.93
O 1.50 -1.04 -4.40
C 3.46 -2.67 -3.75
C 4.70 -2.94 -4.61
C 4.75 -1.80 -5.62
C 3.34 -1.63 -6.20
H 3.13 -3.55 -3.20
H 3.63 -1.83 -3.07
H 5.60 -2.98 -4.00
H 4.59 -3.90 -5.13
H 5.05 -0.87 -5.12
H 5.48 -2.00 -6.42
H 3.13 -0.59 -6.45
H 3.19 -2.26 -7.08

As for the SMILES: CC(C)C[C@@H]1C[C@@H](CCCNCc2ccccc2O)S(=O)(=O)O[C@H]1B(N)O.O=S1(=O)CCCC1. The calculation puts the energy relative to the best compared isomer or geometry (same formula, charge and spin) at 339.1 kcal per mole. For the lowest unoccupied orbital energy, the calculation gives 0.155 eV. The total energy is -2318.6011 a.u.


# 10
ORCA calculation (ωB97M-V with the def2-TZVPD basis set) on a molecular structure, C20H18AuF6N5P in a non-equilibrium geometry.

CARTESIAN COORDINATES (ANGSTROEM)
Au 0.01 -0.04 0.01
C 3.98 5.09 2.78
C 2.96 4.30 2.07
C 1.60 4.69 2.09
C 0.66 3.97 1.40
C 0.99 2.81 0.66
N 0.01 2.17 -0.01
C -0.99 2.80 -0.66
C -0.66 3.97 -1.40
C -1.61 4.68 -2.08
C -2.96 4.28 -2.07
C -3.99 5.08 -2.77
C -3.29 3.11 -1.39
C -2.35 2.33 -0.72
N -2.80 1.17 -0.08
C -4.08 0.91 0.28
C -4.15 -0.39 0.71
C -2.84 -0.89 0.59
N -2.05 0.07 0.13
C 2.36 2.36 0.71
C 3.29 3.13 1.39
N 2.82 1.20 0.06
C 4.11 0.94 -0.27
C 4.18 -0.35 -0.73
C 2.86 -0.84 -0.66
N 2.07 0.10 -0.19
H 3.65 6.11 2.94
H 4.94 5.08 2.27
H 4.17 4.67 3.78
H 1.31 5.56 2.65
H -0.37 4.27 1.43
H 0.37 4.28 -1.42
H -1.32 5.56 -2.64
H -3.65 6.10 -2.92
H -4.95 5.06 -2.26
H -4.18 4.66 -3.77
H -4.32 2.78 -1.43
H -4.86 1.64 0.25
H -5.00 -0.93 1.07
H -2.46 -1.86 0.83
H 4.32 2.81 1.43
H 4.89 1.67 -0.21
H 5.04 -0.89 -1.08
H 2.48 -1.81 -0.92
F -0.12 -2.20 0.46
P -0.11 -4.10 0.17
F 0.54 -4.11 1.64
F -0.76 -3.69 -1.23
F 1.35 -3.79 -0.44
F -0.09 -5.62 -0.06
F -1.57 -4.02 0.83

The calculation puts the energy relative to the best compared isomer or geometry (same formula, charge and spin) at 8.9 kcal per mole. As for the multiplicity: 2. As for the expectation value of S²: 0.930. Its net charge is +2. For the lowest unoccupied orbital energy (spin up / spin down), the calculation gives -9.544 / -9.988 eV. The total energy is -2122.4649 a.u.


# 11
ORCA calculation (ωB97M-V with the def2-TZVPD basis set) on a molecular structure, C33H25BrCoN6O5S.

CARTESIAN COORDINATES (ANGSTROEM)
Co 0.79 0.56 -0.41
O 0.32 6.11 -1.27
C 0.99 5.84 -0.10
C 1.63 6.85 0.61
C 2.29 6.56 1.80
C 2.33 5.25 2.26
C 1.70 4.26 1.54
C 1.01 4.53 0.36
C 0.39 3.36 -0.40
O 1.32 2.39 -0.60
N -0.78 2.93 0.41
N -1.29 1.76 -0.05
C -2.01 1.06 0.73
C -2.64 -0.19 0.30
Br -2.76 -0.47 -1.56
C -3.07 -1.08 1.21
C -3.65 -2.42 1.03
C -4.59 -2.72 0.05
C -5.10 -4.00 -0.07
C -4.69 -5.00 0.80
C -3.76 -4.71 1.79
C -3.26 -3.43 1.91
H 0.45 7.04 -1.47
H 1.60 7.87 0.24
H 2.78 7.35 2.34
H 2.86 5.01 3.18
H 1.76 3.22 1.85
H -0.06 3.74 -1.34
H -0.58 2.91 1.40
H -2.17 1.34 1.78
H -2.88 -0.79 2.24
H -4.93 -1.94 -0.63
H -5.83 -4.22 -0.84
H -5.08 -6.01 0.69
H -3.43 -5.49 2.47
H -2.53 -3.20 2.68
O 0.76 0.67 1.59
N 1.91 0.61 2.27
C 1.81 0.92 3.59
C 2.88 0.90 4.42
C 4.13 0.56 3.88
C 4.22 0.25 2.56
C 3.10 0.26 1.68
S 3.21 -0.12 0.05
H 0.80 1.17 3.89
H 2.75 1.16 5.47
H 5.02 0.53 4.50
H 5.16 -0.02 2.10
O -0.01 -5.99 -2.65
N 0.08 -5.12 -3.55
O 0.08 -5.43 -4.76
C 0.19 -3.77 -3.21
C 0.31 -2.85 -4.26
C 0.47 -1.48 -4.01
C 0.58 -0.47 -5.00
C 0.72 0.84 -4.64
C 0.78 1.19 -3.28
N 0.67 0.27 -2.34
C 0.51 -1.02 -2.68
C 0.32 -1.94 -1.60
N 0.27 -1.37 -0.38
C 0.07 -2.13 0.69
C -0.11 -3.50 0.57
C -0.07 -4.10 -0.68
C 0.15 -3.32 -1.83
H 0.29 -3.22 -5.27
H 0.54 -0.76 -6.05
H 0.81 1.62 -5.39
H 0.93 2.21 -2.94
H 0.05 -1.61 1.64
H -0.29 -4.10 1.45
H -0.21 -5.16 -0.79

As for the multiplicity: 3. As for the expectation value of S²: 2.042. Its net charge is -1. For the lowest unoccupied orbital energy (spin up / spin down), the calculation gives 2.376 / 2.332 eV. The total energy is -6332.2133 a.u.


# 12
ORCA calculation (ωB97M-V with the def2-TZVPD basis set) on 2 unconnected molecules or ions with the total composition C3H5BrS in a non-equilibrium geometry.

CARTESIAN COORDINATES (ANGSTROEM)
C -2.19 0.63 -0.49
C 0.70 -0.57 -0.14
C 1.70 -0.07 0.86
S 0.87 -1.64 1.30
Br 1.42 -1.08 -1.83
H -2.29 1.56 -0.90
H -1.45 0.47 0.26
H 2.75 0.02 0.61
H 1.26 0.80 1.36
H -2.78 -0.12 -1.04

The calculation puts the energy relative to the best compared isomer or geometry (same formula, charge and spin) at 106.2 kcal per mole. For the lowest unoccupied orbital energy (spin up / spin down), the calculation gives -1.357 / 0.115 eV. The total energy is -3089.3197 a.u.


- Number 11 is which compound?
  C33H25BrCoN6O5S